Below is an isolated molecule of C17H17N3OS, with properties calculated with ωB97M-V/def2-TZVPD.

orbital gap: 8.72 eV
energy above the lowest of the compared OMol25 structures with the same formula, charge and spin: 22.37 kcal/mol
LUMO level: 0.7 eV
maximum force: 0.0188 Eh/bohr

Geometry as ORCA input:
```
! wB97M-V def2-TZVPD RIJCOSX def2/J DEFGRID3
* xyz 0 1
C -3.959 0.085 1.455
C -3.097 0.642 0.363
C -3.595 0.853 -0.912
C -2.781 1.383 -1.900
C -1.463 1.684 -1.631
C -0.945 1.459 -0.356
O 0.382 1.757 -0.204
C 1.028 1.418 1.000
C 2.484 1.252 0.735
N 3.422 1.801 1.439
N 4.583 1.351 0.908
C 4.370 0.514 -0.140
S 5.479 -0.266 -1.059
N 2.998 0.452 -0.248
C 2.304 -0.320 -1.247
C 1.252 -1.218 -0.653
C 0.018 -1.353 -1.273
C -0.967 -2.146 -0.710
C -0.725 -2.814 0.478
C 0.512 -2.701 1.092
C 1.497 -1.909 0.529
C -1.770 0.958 0.639
H -3.473 -0.767 1.926
H -4.923 -0.232 1.065
H -4.129 0.839 2.223
H -4.623 0.610 -1.134
H -3.177 1.555 -2.890
H -0.813 2.091 -2.389
H 0.643 0.468 1.397
H 0.900 2.204 1.755
H 5.473 1.640 1.276
H 3.079 -0.910 -1.755
H 1.848 0.358 -1.975
H -0.178 -0.830 -2.196
H -1.926 -2.232 -1.196
H -1.495 -3.427 0.922
H 0.711 -3.229 2.013
H 2.461 -1.825 1.011
H -1.405 0.803 1.643
*
```

From a Löwdin analysis of the wavefunction, the atomic charges in e read:
1 C -0.04
2 C -0.28
3 C -0.06
4 C -0.07
5 C -0.03
6 C -0.27
7 O -0.03
8 C -0.11
9 C -0.26
10 N 0.12
11 N 0.03
12 C -0.85
13 S 0.60
14 N -0.01
15 C -0.10
16 C -0.21
17 C -0.04
18 C -0.07
19 C -0.09
20 C -0.08
21 C -0.04
22 C 0.01
23 H 0.08
24 H 0.08
25 H 0.08
26 H 0.11
27 H 0.11
28 H 0.12
29 H 0.12
30 H 0.15
31 H 0.15
32 H 0.09
33 H 0.14
34 H 0.12
35 H 0.11
36 H 0.10
37 H 0.10
38 H 0.12
39 H 0.12

=====

Below is a cluster of 3 separate species, C2H10N2O2 in total at a distorted geometry, with properties calculated with ωB97M-V/def2-TZVPD.

orbital gap: 9.57 eV
energy above the lowest of the compared OMol25 structures with the same formula, charge and spin: 23.56 kcal/mol
LUMO level: 0.8 eV
maximum force: 0.0436 Eh/bohr

Geometry as ORCA input:
```
! wB97M-V def2-TZVPD RIJCOSX def2/J DEFGRID3
* xyz 0 1
H -2.485 -0.849 -0.187
N -1.587 -0.720 0.262
C -0.708 -0.029 -0.318
N 0.614 -0.257 0.050
C 1.603 0.810 -0.110
H -0.630 0.660 -1.159
H 0.755 -0.784 0.903
H 2.078 1.050 0.838
H 2.363 0.474 -0.821
H 1.184 1.695 -0.573
O -0.332 1.069 2.813
H -1.153 0.699 3.128
H -0.379 1.690 2.086
O 0.278 -0.981 -2.663
H 0.617 -1.628 -2.033
H 0.261 -1.436 -3.511
*
```

From a Löwdin analysis of the wavefunction, the atomic charges in e read:
1 H 0.03
2 N 0.07
3 C -0.38
4 N -0.09
5 C -0.11
6 H 0.11
7 H 0.12
8 H 0.08
9 H 0.07
10 H 0.07
11 O -0.06
12 H 0.03
13 H 0.02
14 O -0.06
15 H 0.04
16 H 0.04

=====

Below is a structure of composition C10H19CuNO14 at a distorted geometry, with properties calculated with ωB97M-V/def2-TZVPD.

orbital gap (alpha / beta): 7.03 / 6.97 eV
energy above the lowest of the compared OMol25 structures with the same formula, charge and spin: 37.86 kcal/mol
LUMO level (alpha / beta): 4.7 / 4.7 eV
maximum force: 0.0493 Eh/bohr

Geometry as ORCA input:
```
! wB97M-V def2-TZVPD RIJCOSX def2/J DEFGRID3
* xyz -2 2
Cu 0.559 -0.608 -0.312
O -3.248 -1.202 -2.424
C -2.508 -1.445 -1.276
O -2.906 -2.233 -0.453
O -1.409 -0.787 -1.205
H -2.577 -0.707 -2.913
O -0.097 -3.205 -2.996
C 0.249 -3.387 -1.650
O 1.069 -2.556 -1.158
O -0.271 -4.331 -1.063
H -0.680 -3.974 -3.053
O 4.135 0.797 -1.649
C 3.931 -0.154 -0.658
O 2.759 -0.504 -0.425
O 4.928 -0.577 -0.049
H 5.054 1.034 -1.482
O 0.422 -1.764 3.914
C 0.156 -2.077 2.583
O -0.433 -3.100 2.322
O 0.626 -1.219 1.758
H 0.959 -0.965 3.871
C 0.724 0.540 -3.530
O 0.834 0.723 -2.147
C 0.623 2.043 -1.726
C 0.830 2.151 -0.238
N -0.058 1.311 0.562
C -1.403 1.800 0.896
C -1.943 0.927 2.006
O -1.055 1.042 3.095
C -1.604 0.887 4.386
H -0.196 0.999 -3.937
H 0.557 -0.516 -3.735
H 1.562 1.049 -4.015
H -0.381 2.383 -2.018
H 1.363 2.698 -2.212
H 0.737 3.220 0.054
H 1.893 2.108 0.011
H 0.356 1.362 1.494
H -1.991 1.712 -0.019
H -1.377 2.812 1.324
H -2.007 -0.135 1.741
H -2.976 1.238 2.221
H -1.762 -0.178 4.575
H -2.538 1.462 4.440
H -0.902 1.327 5.092
*
```

From a Löwdin analysis of the wavefunction, the atomic charges in e read:
1 Cu 0.76
2 O 0.03
3 C -0.79
4 O 0.05
5 O -0.09
6 H 0.08
7 O 0.02
8 C -0.78
9 O -0.05
10 O 0.02
11 H 0.08
12 O 0.02
13 C -0.80
14 O -0.03
15 O -0.04
16 H 0.07
17 O 0.02
18 C -0.78
19 O 0.05
20 O -0.09
21 H 0.08
22 C -0.08
23 O -0.24
24 C -0.22
25 C -0.19
26 N -0.06
27 C -0.16
28 C -0.21
29 O -0.21
30 C -0.10
31 H 0.08
32 H 0.10
33 H 0.09
34 H 0.12
35 H 0.13
36 H 0.12
37 H 0.13
38 H 0.12
39 H 0.12
40 H 0.12
41 H 0.14
42 H 0.12
43 H 0.09
44 H 0.08
45 H 0.08

=====

Below is a cluster of 2 separate species, C4H10N2O in total at a distorted geometry, with properties calculated with ωB97M-V/def2-TZVPD.

orbital gap (alpha / beta): 7.14 / 7.14 eV
energy above the lowest of the compared OMol25 structures with the same formula, charge and spin: 135.13 kcal/mol
LUMO level (alpha / beta): 0.9 / 0.9 eV
maximum force: 0.1133 Eh/bohr

Geometry as ORCA input:
```
! wB97M-V def2-TZVPD RIJCOSX def2/J DEFGRID3
* xyz 0 1
C 0.628 -0.962 -1.191
C -0.375 0.041 -0.676
O -1.600 -0.192 -1.302
C -0.009 1.379 -0.478
N 1.292 1.747 -0.100
H 1.002 -0.659 -2.168
H 1.471 -1.050 -0.507
H 0.152 -1.935 -1.290
H -2.248 0.450 -0.989
H -0.692 2.183 -0.720
H 1.791 0.982 0.352
H 1.305 2.562 0.499
C -0.422 -1.373 1.842
N -0.693 -0.183 1.486
H -0.369 -1.636 2.890
H -0.331 -2.190 1.128
H -0.902 0.836 1.225
*
```

From a Löwdin analysis of the wavefunction, the atomic charges in e read:
1 C -0.03
2 C -0.45
3 O 0.00
4 C -0.27
5 N 0.01
6 H 0.09
7 H 0.07
8 H 0.08
9 H 0.10
10 H 0.11
11 H 0.07
12 H 0.07
13 C -0.10
14 N 0.04
15 H 0.05
16 H 0.06
17 H 0.11